{"formula": "C4H9NO3PS", "method": "ωB97M-V with the def2-TZVPD basis set", "gap_ev": 8.3273, "smiles": "CC(C)C(=O)O[P@](N)([O-])=S", "multiplicity": 1, "e_above_lowest_kcal_mol": 21.5, "energy_ha": -1178.00636, "charge": -1, "species": ["C", "C", "C", "C", "O", "O", "P", "N", "O", "S", "H", "H", "H", "H", "H", "H", "H", "H", "H"], "positions_angstrom": [[-0.9882, -0.0835, -1.4789], [-0.9685, 0.1780, 0.0282], [-1.0183, -1.1341, 0.8064], [0.3221, 0.9576, 0.3155], [0.3435, 2.1633, 0.4394], [1.3631, 0.1504, 0.4044], [3.2624, 0.0715, -0.1465], [3.6801, 1.5292, 0.6089], [3.0660, 0.2060, -1.5921], [4.5988, -1.3492, 0.4461], [-1.0568, 0.8548, -2.0258], [-0.0661, -0.5824, -1.7704], [-1.8345, -0.7150, -1.7496], [-1.8146, 0.8162, 0.3080], [-1.0236, -0.9462, 1.8792], [-0.1414, -1.7327, 0.5720], [-1.9122, -1.6986, 0.5431], [2.9194, 2.1926, 0.5015], [3.8961, 1.3689, 1.5838]], "lowdin_charge": [-0.065, -0.347, -0.081, -0.588, 0.046, -0.186, 0.123, -0.133, -0.423, 0.024, 0.080, 0.084, 0.069, 0.131, 0.076, 0.078, 0.068, 0.026, 0.020]}

{"formula": "C6H11NO", "method": "ωB97M-V with the def2-TZVPD basis set", "gap_ev": 9.5908, "smiles": "N[C@H]1[C@H]2CCOC[C@@H]12", "multiplicity": 1, "e_above_lowest_kcal_mol": 103.8, "energy_ha": -365.06603, "charge": 0, "species": ["N", "C", "C", "C", "C", "O", "C", "C", "H", "H", "H", "H", "H", "H", "H", "H", "H", "H", "H"], "positions_angstrom": [[-1.4341, -0.1156, 1.3202], [-1.5805, -0.0379, -0.1102], [-0.6414, 0.9187, -0.6868], [0.4630, 1.3930, 0.1797], [1.7642, 0.5288, 0.2184], [1.2531, -0.6793, 0.7373], [0.6271, -1.4462, -0.2887], [-0.4643, -0.5558, -0.9779], [-2.3966, -0.6458, 1.8444], [-0.5624, -0.7244, 1.4614], [-2.5624, -0.1967, -0.5368], [-0.8317, 1.4276, -1.5166], [-0.1298, 1.8247, 1.1294], [0.7508, 2.2400, -0.2787], [2.5613, 0.9024, 0.8682], [2.1526, 0.3235, -0.8166], [0.4336, -2.2590, 0.3416], [1.3527, -1.7576, -0.9634], [-0.7550, -1.1404, -1.9248]], "lowdin_charge": [0.004, -0.334, -0.208, -0.143, -0.146, -0.206, -0.154, -0.148, 0.178, 0.079, 0.135, 0.096, 0.170, 0.057, 0.123, 0.141, 0.111, 0.091, 0.156]}

{"formula": "CH3NO2S", "method": "ωB97M-V with the def2-TZVPD basis set", "gap_ev": [5.6174, 9.4105], "multiplicity": 1, "e_above_lowest_kcal_mol": 132.7, "energy_ha": -643.10262, "charge": 0, "species": ["C", "N", "O", "O", "S", "H", "H", "H"], "positions_angstrom": [[-1.4042, -0.3624, 0.3005], [1.8231, -0.2789, 0.0929], [1.6692, 0.8637, -0.3039], [2.8459, -0.9229, 0.1533], [-0.7896, 1.2307, 0.1669], [-1.7461, -0.6869, -0.6225], [-1.7665, -0.8860, 1.3274], [-0.6318, 1.0426, -1.1147]], "lowdin_charge": [-0.408, -0.235, -0.109, 0.019, 0.804, -0.045, 0.079, -0.105]}

{"formula": "C56H104O45", "method": "ωB97M-V with the def2-TZVPD basis set", "gap_ev": 10.4710, "multiplicity": 1, "energy_ha": -5581.89646, "charge": 0, "species": ["C", "C", "O", "C", "O", "O", "H", "H", "H", "H", "C", "C", "C", "O", "C", "O", "O", "H", "H", "H", "H", "H", "H", "C", "C", "C", "O", "C", "O", "O", "H", "H", "H", "H", "H", "H", "C", "C", "C", "O", "C", "O", "O", "H", "H", "H", "H", "H", "H", "C", "O", "C", "O", "O", "C", "H", "H", "H", "H", "H", "H", "C", "O", "C", "O", "O", "C", "H", "H", "H", "H", "H", "H", "C", "O", "C", "O", "O", "C", "H", "H", "H", "H", "H", "H", "C", "C", "O", "C", "O", "O", "C", "H", "H", "H", "H", "H", "H", "H", "H", "C", "C", "O", "C", "O", "O", "C", "H", "H", "H", "H", "H", "H", "H", "H", "C", "C", "O", "C", "O", "O", "C", "H", "H", "H", "H", "H", "H", "H", "H", "C", "C", "O", "C", "O", "O", "C", "H", "H", "H", "H", "H", "H", "H", "H", "C", "C", "O", "C", "O", "O", "C", "H", "H", "H", "H", "H", "H", "H", "H", "C", "C", "O", "C", "O", "O", "C", "H", "H", "H", "H", "H", "H", "H", "H", "C", "C", "O", "C", "O", "O", "C", "H", "H", "H", "H", "H", "H", "H", "H", "C", "C", "O", "C", "O", "O", "C", "H", "H", "H", "H", "H", "H", "H", "H"], "positions_angstrom": [[-3.1235, 1.5536, 1.8921], [-4.4372, 2.1673, 2.2324], [-5.3711, 1.2930, 1.9430], [-4.9599, 0.3500, 1.2702], [-5.6553, -0.5694, 0.9266], [-3.6119, 0.4664, 1.1290], [-2.6444, 1.2800, 2.8322], [-2.5454, 2.3239, 1.3816], [-4.5531, 3.0873, 1.6594], [-4.4955, 2.3115, 3.3112], [-7.0446, -1.3959, -1.7614], [-6.2535, -0.8596, -2.9802], [-4.8707, -0.4640, -2.7794], [-4.1368, -1.0321, -3.8847], [-4.9062, -1.8750, -4.5306], [-4.5232, -2.6261, -5.3924], [-6.0479, -1.9236, -3.8689], [-7.4919, -0.4930, -1.3458], [-6.3360, -1.8573, -1.0736], [-7.8938, -2.0586, -1.9283], [-6.8603, -0.0685, -3.4206], [-4.5163, -0.8155, -1.8104], [-4.7397, 0.6172, -2.7350], [3.4812, 4.1618, -3.1540], [2.2403, 3.5958, -2.4169], [2.6533, 2.5929, -1.3287], [1.9493, 3.0338, -0.2067], [1.4657, 4.2633, -0.3856], [0.8771, 4.8888, 0.4637], [1.7176, 4.6734, -1.6164], [4.2143, 4.5145, -2.4286], [3.2513, 5.1310, -3.5966], [3.7695, 3.3926, -3.8705], [1.4364, 3.2727, -3.0783], [3.7173, 2.7384, -1.1422], [2.4977, 1.5408, -1.5673], [3.8606, -3.7556, -0.1084], [5.2670, -3.8391, -0.6673], [6.1376, -4.7740, 0.1741], [6.7425, -5.6258, -0.7793], [6.2198, -5.4312, -1.9786], [6.3928, -6.1978, -2.9123], [5.3435, -4.3685, -1.9752], [3.5009, -2.7817, -0.4403], [3.9075, -3.9342, 0.9659], [3.1635, -4.4469, -0.5819], [5.6315, -2.8158, -0.5775], [5.5108, -5.3354, 0.8670], [6.7751, -4.1418, 0.7923], [5.2233, -0.6955, -2.7782], [5.7526, 0.3197, -1.8834], [5.5385, 0.2165, -0.5438], [4.7845, -0.5660, 0.0678], [6.2159, 1.1874, 0.1111], [6.0874, 1.2878, 1.5844], [4.1453, -0.6049, -2.9118], [5.2830, -1.7124, -2.3903], [5.8630, -0.7981, -3.6547], [6.7770, 2.0790, 1.8787], [6.2660, 0.3130, 2.0382], [5.1009, 1.4794, 2.0066], [1.7790, -1.2592, 1.6291], [0.9059, -1.0514, 0.5226], [-0.0020, 0.0192, 0.4936], [-0.2907, 0.7992, 1.3965], [-0.6372, 0.0197, -0.6880], [-1.3803, 1.1395, -1.1284], [1.1934, -1.7796, 2.3869], [2.2421, -0.3453, 2.0013], [2.6313, -1.8485, 1.2908], [-1.2010, 2.0413, -0.5429], [-2.4440, 0.9284, -1.0183], [-1.2628, 1.3090, -2.1987], [4.2148, -0.2087, -10.3673], [3.5802, 0.4151, -9.2358], [3.8941, -0.0459, -8.0033], [4.6483, -0.9920, -7.8496], [3.1528, 0.5995, -7.1394], [3.1482, 0.2626, -5.7651], [4.7152, 0.6122, -10.8808], [3.5378, -0.5168, -11.1641], [5.0334, -0.9141, -10.2248], [3.2003, -0.8241, -5.6979], [2.3338, 0.7511, -5.2303], [4.1045, 0.6380, -5.4008], [-3.7312, 5.2896, 3.7817], [-5.0264, 6.1634, 3.5163], [-6.0302, 5.5826, 2.7042], [-6.6620, 6.3720, 1.8082], [-6.6229, 7.5986, 1.6766], [-7.0391, 5.5741, 0.7404], [-7.6160, 6.1197, -0.4648], [-3.0219, 5.9726, 4.2492], [-3.4366, 4.8355, 2.8356], [-3.9955, 4.4634, 4.4417], [-4.7109, 7.0643, 2.9900], [-5.5095, 6.3153, 4.4815], [-6.8857, 6.7859, -0.9242], [-8.5227, 6.6554, -0.1839], [-7.8478, 5.2556, -1.0874], [4.4346, -2.0909, 6.2752], [4.5173, -3.5488, 6.6852], [3.2824, -3.9085, 7.2740], [3.0833, -5.1763, 7.6866], [3.9004, -6.0160, 7.6709], [1.8888, -5.2179, 8.1845], [1.5326, -6.4048, 8.7644], [3.5477, -2.0734, 5.6418], [5.2631, -1.8058, 5.6268], [4.3295, -1.4053, 7.1160], [5.3965, -3.8208, 7.2692], [4.7119, -4.0542, 5.7392], [0.5390, -6.4798, 9.2061], [2.3091, -6.7562, 9.4439], [1.3881, -7.1569, 7.9889], [0.3710, -0.8737, 5.3723], [-1.0308, -0.5434, 4.8764], [-1.8065, -1.7230, 4.7171], [-3.1098, -1.7316, 4.4546], [-3.8212, -2.7579, 4.2511], [-3.6487, -0.4653, 4.6919], [-5.0795, -0.2826, 4.6818], [0.8316, -1.2535, 4.4603], [0.3516, -1.7201, 6.0588], [0.8487, -0.0253, 5.8624], [-1.0061, 0.1006, 3.9973], [-1.4699, 0.1469, 5.5968], [-5.5387, -0.8725, 3.8885], [-5.2480, 0.7924, 4.6174], [-5.6046, -0.5397, 5.6018], [-7.3448, 2.4190, -1.6899], [-6.5653, 3.1280, -2.8441], [-5.6140, 4.0806, -2.3192], [-4.5023, 3.7214, -1.5806], [-4.0466, 2.5830, -1.4378], [-3.8076, 4.8545, -1.2942], [-2.4530, 4.7692, -0.9229], [-7.8855, 1.5864, -2.1397], [-8.1019, 3.0591, -1.2369], [-6.6858, 2.1467, -0.8655], [-7.3935, 3.5627, -3.4038], [-6.0517, 2.3159, -3.3586], [-2.4164, 4.8131, 0.1656], [-1.8949, 5.6428, -1.2596], [-1.8969, 3.8574, -1.1409], [-2.6923, -2.9568, -0.5272], [-2.8233, -3.8961, 0.6326], [-1.5476, -3.9370, 1.2270], [-1.3549, -4.3179, 2.4983], [-2.1659, -4.8495, 3.2212], [-0.0345, -4.0584, 2.7861], [0.5665, -4.1260, 4.0576], [-2.3794, -1.9519, -0.2436], [-3.5770, -2.9194, -1.1627], [-1.8476, -3.2939, -1.1280], [-3.2496, -4.8584, 0.3491], [-3.6010, -3.5254, 1.3003], [0.0956, -3.4286, 4.7503], [1.6354, -3.9196, 4.0031], [0.4259, -5.1588, 4.3763], [3.4815, 1.8834, 8.4692], [3.8402, 1.6177, 7.0389], [2.9875, 2.4278, 6.1147], [2.9898, 2.0934, 4.8164], [3.8640, 1.3382, 4.3768], [1.9153, 2.7360, 4.2387], [1.6380, 2.4959, 2.9021], [2.4144, 2.0578, 8.6070], [4.0158, 2.7468, 8.8655], [3.8377, 1.0126, 9.0197], [3.7761, 0.5616, 6.7770], [4.8968, 1.8550, 6.9141], [2.5030, 2.7070, 2.2735], [0.7515, 3.0560, 2.6045], [1.4262, 1.4511, 2.6748], [5.2807, -4.5144, -6.0155], [3.8814, -4.0726, -5.9999], [3.5438, -3.3170, -4.8145], [2.1931, -3.1079, -4.5087], [1.2199, -3.3682, -5.1802], [2.1643, -2.2951, -3.3843], [0.9863, -2.1338, -2.6914], [5.9580, -3.8115, -5.5304], [5.6056, -4.4551, -7.0543], [5.5651, -5.4787, -5.5946], [3.0732, -4.7784, -6.1917], [3.8282, -3.4274, -6.8769], [0.6393, -3.0051, -2.1360], [0.0966, -1.8003, -3.2255], [1.1624, -1.3503, -1.9544], [-1.6476, 3.3997, -4.0934], [-0.6833, 3.2961, -5.2255], [-0.3463, 1.9131, -5.3157], [-1.1972, 0.8798, -5.6424], [-2.4113, 0.9125, -5.8051], [-0.4699, -0.1530, -5.9369], [-0.9924, -1.4380, -6.2790], [-1.1936, 3.0512, -3.1658], [-2.4858, 2.7217, -4.2537], [-2.0046, 4.4104, -3.8954], [0.1991, 3.8926, -4.9938], [-0.9242, 3.7158, -6.2022], [-1.4410, -1.8324, -5.3672], [-0.2467, -2.1199, -6.6877], [-1.8266, -1.5190, -6.9759]], "lowdin_charge": [-0.114, -0.192, 0.139, -0.630, 0.150, 0.074, 0.119, 0.121, 0.132, 0.124, 0.009, -0.331, -0.089, 0.092, -0.591, 0.146, 0.103, 0.062, 0.071, 0.091, 0.138, 0.120, 0.110, -0.001, -0.263, -0.087, 0.060, -0.578, 0.139, 0.091, 0.092, 0.085, 0.087, 0.135, 0.129, 0.141, -0.015, -0.344, -0.087, 0.096, -0.517, 0.131, 0.083, 0.060, 0.089, 0.102, 0.117, 0.127, 0.137, -0.008, -0.005, -0.531, 0.069, -0.019, -0.001, 0.084, 0.071, 0.108, 0.098, 0.091, 0.066, -0.021, -0.025, -0.473, 0.090, -0.010, -0.037, 0.076, 0.085, 0.066, 0.079, 0.069, 0.086, -0.046, 0.002, -0.586, 0.102, 0.019, -0.010, 0.084, 0.091, 0.093, 0.087, 0.095, 0.091, -0.035, -0.191, 0.009, -0.498, 0.100, -0.055, -0.024, 0.082, 0.053, 0.064, 0.119, 0.125, 0.101, 0.098, 0.068, -0.059, -0.238, 0.032, -0.646, 0.175, 0.038, -0.073, 0.072, 0.087, 0.064, 0.127, 0.121, 0.101, 0.106, 0.102, -0.039, -0.212, 0.049, -0.456, 0.095, -0.055, -0.024, 0.052, 0.083, 0.085, 0.108, 0.121, 0.098, 0.082, 0.097, -0.053, -0.161, 0.010, -0.470, 0.091, 0.002, -0.056, 0.067, 0.065, 0.075, 0.127, 0.104, 0.088, 0.109, 0.059, -0.047, -0.222, 0.032, -0.529, 0.139, -0.044, -0.054, 0.068, 0.078, 0.077, 0.131, 0.123, 0.067, 0.091, 0.100, -0.067, -0.187, 0.020, -0.523, 0.085, 0.001, -0.078, 0.084, 0.078, 0.080, 0.083, 0.125, 0.091, 0.099, 0.055, -0.067, -0.227, -0.002, -0.473, 0.131, -0.041, -0.083, 0.086, 0.083, 0.075, 0.129, 0.106, 0.103, 0.091, 0.073, -0.067, -0.206, -0.006, -0.558, 0.114, 0.011, -0.019, 0.046, 0.079, 0.091, 0.109, 0.132, 0.091, 0.085, 0.098]}